Entry 1:
Here is a molecular structure, C54H45MnN4O7P2S4 from OMol25. Energies are from the ωB97M-V functional and the def2-TZVPD basis.

Properties
Total energy   -6257.1090 hartree
HOMO-LUMO gap (spin up / spin down)   0.233 / 0.230 Eh
HOMO energy (spin up / spin down)   -4.013 / -4.577 eV
ΔE to the lowest compared entry with this formula, charge and spin   67.2 kcal/mol

ORCA input file:
```
! RIJCOSX wB97M-V def2-TZVPD def2/J DEFGRID3
* xyz -1 6
Mn -0.00250 -0.40498 0.90736
C 5.59202 4.22322 4.52289
C 5.19832 3.48622 3.27225
C 6.01445 3.50099 2.14381
C 5.67039 2.79948 1.00263
C 4.49666 2.05106 0.98122
C 3.68758 1.99725 2.11596
C 4.03646 2.72042 3.24292
S 4.01306 1.17024 -0.47016
O 1.52047 3.01377 -0.39351
O 5.01717 1.55595 -1.50849
N 1.75370 -0.40689 1.07671
C 2.51230 -1.47669 0.86170
C 3.87317 -1.64520 1.16926
C 4.49917 -2.86726 0.92877
C 3.84522 -3.94888 0.36911
C 2.48524 -3.83051 0.01956
C 1.68652 -4.84797 -0.54443
C 0.35854 -4.60525 -0.80038
C -0.18739 -3.34757 -0.52627
N 0.53735 -2.37115 -0.01504
C 1.83769 -2.59966 0.25882
H 6.19231 3.57098 5.16248
H 4.71023 4.52273 5.08866
H 6.18495 5.10940 4.29529
H 6.93440 4.07568 2.16054
H 6.29670 2.82067 0.11956
H 2.79699 1.37996 2.10977
H 3.37502 2.68788 4.09844
H 4.41116 -0.82951 1.63410
H 5.54251 -2.97402 1.20286
H 4.35462 -4.89309 0.22084
H 2.12616 -5.81386 -0.76463
H -0.28255 -5.37382 -1.21172
H -1.23382 -3.13174 -0.70936
N -0.96372 2.96620 -0.49774
P 0.32677 1.86861 -0.41960
C 1.63573 3.99168 0.57403
C 2.55338 5.00404 0.32578
C 2.70699 6.02873 1.24510
C 1.95331 6.04967 2.41021
C 1.04519 5.03081 2.65314
C 0.88360 4.00677 1.73664
C 0.60454 1.37200 -2.16164
C 0.63977 2.28288 -3.21145
C 0.77877 1.83391 -4.51376
C 0.88761 0.47458 -4.77872
C 0.85274 -0.43980 -3.73803
C 0.71268 0.01229 -2.43510
P -2.51627 2.25013 -0.17970
C -2.99476 2.01193 -1.95706
C -3.05478 3.08814 -2.84125
C -3.24659 2.88233 -4.19780
C -3.38818 1.59237 -4.69135
C -3.33153 0.51467 -3.82216
C -3.13589 0.72407 -2.46345
C -3.46969 3.75793 0.19644
C -4.79442 3.88570 -0.21715
C -5.56766 4.95076 0.21766
C -5.02879 5.89528 1.08041
C -3.71679 5.76086 1.51269
C -2.94171 4.69524 1.08224
H -0.88775 3.67865 -1.21701
H 3.14420 4.97504 -0.58106
H 3.42345 6.81701 1.04998
H 2.06996 6.85631 3.12306
H 0.46141 5.00453 3.56364
H 0.18199 3.21485 1.93251
H 0.57408 3.34614 -3.00980
H 0.81710 2.54559 -5.32912
H 0.99611 0.13340 -5.80079
H 0.95440 -1.49981 -3.93499
H 0.69005 -0.69189 -1.61089
H -2.95393 4.10165 -2.46655
H -3.27790 3.72802 -4.87452
H -3.53903 1.42890 -5.75149
H -3.42728 -0.49441 -4.20471
H -3.08787 -0.11152 -1.77773
H -5.21751 3.12713 -0.86362
H -6.59534 5.04146 -0.11300
H -5.63506 6.72356 1.42615
H -3.29643 6.48417 2.20074
H -1.92958 4.56897 1.44860
O -1.63168 2.00501 3.42063
S -0.58956 1.16173 3.93043
O 0.67055 1.82434 4.18508
N -0.33480 -0.18066 2.99941
C -0.32138 -1.27836 3.75948
S -0.01840 -2.80588 3.16882
C -0.60066 -1.03517 5.18812
C -0.48663 -1.93590 6.23616
C -0.69875 -1.47425 7.52600
C -1.05078 -0.14882 7.76399
C -1.17078 0.75161 6.71381
C -0.93836 0.28326 5.43925
H -0.21084 -2.96066 6.02857
H -0.57508 -2.14972 8.36300
H -1.21180 0.18904 8.77940
H -1.42331 1.79008 6.88455
C -4.28786 -7.04267 0.25430
C -4.05079 -5.57550 0.49959
C -4.55227 -4.63032 -0.39341
C -4.31993 -3.27857 -0.19858
C -3.58372 -2.86306 0.90043
C -3.09253 -3.78410 1.80799
C -3.32591 -5.13599 1.60196
S -3.22058 -1.12195 1.09758
O -4.22691 -0.45995 0.27249
O -3.24957 -0.83596 2.50464
O -1.85406 -1.01284 0.48342
H -5.34003 -7.22926 0.03603
H -3.99483 -7.63630 1.11904
H -3.70432 -7.38090 -0.60460
H -5.12462 -4.95926 -1.25363
H -4.70694 -2.52694 -0.87464
H -2.52965 -3.43648 2.66386
H -2.92825 -5.85371 2.30979
*
```

Here are the Löwdin charges for atoms 1 to 4, given in e:
1. Mn 0.67
2. C -0.06
3. C -0.28
4. C -0.05

=====

Entry 2:
Here is a molecular structure, C54H46CrF15GeNO2P2S from OMol25. Energies are from the ωB97M-V functional and the def2-TZVPD basis.

Properties
Total energy   -7990.5969 hartree
HOMO-LUMO gap (spin up / spin down)   0.278 / 0.275 Eh
HOMO energy (spin up / spin down)   -10.655 / -10.783 eV
ΔE to the lowest compared entry with this formula, charge and spin   23.2 kcal/mol

ORCA input file:
```
! RIJCOSX wB97M-V def2-TZVPD def2/J DEFGRID3
* xyz 1 4
Cr -0.03962 0.19586 -0.28096
O -1.23824 0.52583 2.11557
N 0.08042 0.38576 1.71803
C 0.90732 0.15497 2.65720
C 2.35088 0.03982 2.56613
C 3.01851 -0.07329 3.79207
C 4.39323 -0.15800 3.85542
C 5.13372 -0.17075 2.68237
C 4.48656 -0.08985 1.46195
C 3.10175 0.04773 1.38101
P 2.36749 0.18198 -0.28984
C 3.30119 -1.19661 -1.06011
C 4.21731 -1.03571 -2.09572
C 4.98554 -2.11498 -2.51198
C 4.86624 -3.34508 -1.88549
C 3.95363 -3.50845 -0.85140
C 3.16400 -2.44400 -0.45245
C 3.18064 1.63602 -1.04041
C 4.07832 2.48020 -0.39487
C 4.61425 3.56809 -1.07063
C 4.26121 3.82327 -2.38634
C 3.35032 2.99710 -3.02969
C 2.80614 1.91838 -2.35571
H -1.31771 0.28290 3.04987
H 0.50738 0.05580 3.66626
H 2.44025 -0.08725 4.70837
H 4.88801 -0.22680 4.81451
H 6.21224 -0.24719 2.71721
H 5.06293 -0.14515 0.54748
H 4.34663 -0.07301 -2.57076
H 5.69775 -1.98204 -3.31598
H 5.48648 -4.17540 -2.19805
H 3.86081 -4.46503 -0.35131
H 2.44314 -2.56347 0.34718
H 4.34140 2.32423 0.64047
H 5.30519 4.22508 -0.55890
H 4.68280 4.67315 -2.90628
H 3.05900 3.19748 -4.05270
H 2.06505 1.28754 -2.83348
C 0.97396 -0.76976 -3.83662
P -0.36939 -0.30565 -2.66791
C -1.13747 1.05909 -3.61471
C -1.64394 -1.59918 -2.92378
H 0.61807 -1.53800 -4.52080
H 1.84511 -1.15500 -3.31201
H 1.26870 0.10602 -4.41479
H -1.40055 0.69698 -4.60898
H -0.44547 1.89621 -3.70940
H -2.03633 1.39902 -3.10528
H -1.65187 -1.90130 -3.97070
H -2.61873 -1.18925 -2.66019
H -1.44799 -2.46546 -2.29558
C 0.86951 3.55371 1.56878
C 0.68638 3.45759 0.05494
C 0.13273 4.78745 -0.47441
C -0.25826 2.33121 -0.36790
H 1.42742 4.45378 1.83260
H 1.41750 2.69656 1.95872
H -0.10122 3.60525 2.07032
H 1.66426 3.32663 -0.39608
H -0.86533 4.97829 -0.07149
H 0.06901 4.77967 -1.56419
H 0.78332 5.61354 -0.17977
H -0.53361 2.49650 -1.41626
H -1.16601 2.44350 0.23002
F 0.89776 -7.25321 -0.03025
C 1.03057 -6.51571 -1.13844
C 0.61966 -5.19314 -1.12648
C 0.76720 -4.49501 -2.30934
F 0.37798 -3.21591 -2.38006
C 1.30370 -5.05624 -3.45103
F 1.43078 -4.33140 -4.56378
C 1.71700 -6.37617 -3.42512
F 2.24373 -6.92909 -4.50635
C 1.57787 -7.11405 -2.26018
F 1.97141 -8.38314 -2.23147
Ge -0.24909 -4.38913 0.48867
S -0.48262 -2.27093 0.60159
C 0.73795 -5.14478 2.04939
C 1.84721 -4.48895 2.55572
F 2.24967 -3.33148 1.99965
C 2.58718 -4.97419 3.61746
F 3.65353 -4.30635 4.06029
C 2.21090 -6.16439 4.21522
F 2.90909 -6.64696 5.23000
C 1.10211 -6.84698 3.74153
F 0.73712 -7.99058 4.31167
C 0.38636 -6.33154 2.67477
F -0.67353 -7.02474 2.24939
C -2.08634 -5.15638 0.52936
C -2.74467 -5.71611 -0.54971
F -2.13367 -5.78884 -1.74243
C -4.04453 -6.18570 -0.45824
F -4.65207 -6.71799 -1.51513
C -4.72149 -6.07564 0.74491
F -5.97674 -6.49050 0.84212
C -4.09420 -5.51042 1.84449
F -4.75030 -5.38324 2.99730
C -2.79660 -5.05841 1.71374
F -2.20104 -4.49128 2.77612
C -8.67850 0.31196 -0.32606
C -7.19169 0.14140 -0.30644
C -6.34441 1.19967 -0.61536
C -4.96589 1.07375 -0.58174
C -4.13786 2.28139 -0.90548
C -4.40306 -0.17758 -0.21760
C -2.99272 -0.42231 -0.09295
O -2.05798 0.30197 -0.47075
C -5.26047 -1.26502 0.09783
C -4.72114 -2.62606 0.46318
C -6.62564 -1.08439 0.04164
H -8.96731 1.23568 -0.82292
H -9.06363 0.33714 0.69556
H -9.15770 -0.52721 -0.83053
H -6.77060 2.15941 -0.88287
H -4.76169 3.17326 -0.92200
H -3.67334 2.17952 -1.88667
H -3.34014 2.41809 -0.18258
H -2.71810 -1.37555 0.36775
H -4.17312 -2.59893 1.40773
H -4.04746 -3.00982 -0.30544
H -5.54540 -3.32760 0.57664
H -7.27641 -1.91900 0.27584
*
```

Here are the Löwdin charges for atoms 1 to 4, given in e:
1. Cr 0.28
2. O -0.02
3. N -0.17
4. C -0.08

=====

Entry 3:
Here is a molecular structure, C54H47CrN4O2P2 from OMol25. Energies are from the ωB97M-V functional and the def2-TZVPD basis.

Properties
Total energy   -4182.7738 hartree
HOMO-LUMO gap (spin up / spin down)   0.126 / 0.185 Eh
HOMO energy (spin up / spin down)   -1.414 / -3.014 eV
ΔE to the lowest compared entry with this formula, charge and spin   0.0 kcal/mol

ORCA input file:
```
! RIJCOSX wB97M-V def2-TZVPD def2/J DEFGRID3
* xyz -1 5
Cr 0.09369 0.31345 0.36756
C 4.37481 0.99581 0.95548
C 3.03204 1.21730 0.80755
N 2.13024 0.21180 0.60593
C 2.60316 -1.09194 0.60829
C 3.96509 -1.39598 0.83156
C 4.88332 -0.31434 0.96143
C 4.33789 -2.75004 0.92983
C 3.38314 -3.74242 0.84590
C 2.04200 -3.44278 0.60488
C 1.63561 -2.11290 0.42603
N 0.35632 -1.62379 0.17498
C -0.72095 -2.31305 -0.34753
C -0.78017 -3.65607 -0.75728
C -1.97584 -4.20893 -1.21686
C -3.13137 -3.46481 -1.31296
C -3.11356 -2.09993 -0.97226
C -4.26413 -1.25279 -1.06612
C -4.16095 0.06551 -0.61087
C -2.95299 0.55565 -0.17633
N -1.80565 -0.18447 -0.19803
C -1.90576 -1.53623 -0.51049
H 5.02880 1.84551 1.11063
H 2.61159 2.20784 0.91641
H 5.93528 -0.51521 1.11609
H 5.37856 -2.99690 1.10748
H 3.67270 -4.77922 0.97386
H 1.32459 -4.24346 0.61593
H 0.09985 -4.27127 -0.74462
H -1.98731 -5.25396 -1.50802
H -4.05529 -3.91186 -1.66171
H -5.20532 -1.66054 -1.40992
H -5.03075 0.71204 -0.57559
H -2.86355 1.56448 0.21487
O -0.26550 2.34160 -0.19435
P -0.71357 3.03702 -1.43532
C -1.47456 1.97046 -2.67238
P -0.32864 0.61741 -3.04676
O 0.55681 0.28633 -1.89893
C -1.31055 -0.73783 -3.67741
C -2.58660 -0.56489 -4.20223
C -3.26578 -1.65133 -4.73235
C -2.66851 -2.90323 -4.72922
C -1.40467 -3.08028 -4.18489
C -0.72119 -1.99968 -3.65225
C 0.66776 1.20083 -4.43906
C 2.04690 1.24038 -4.27350
C 2.85347 1.67777 -5.31712
C 2.28220 2.07711 -6.51517
C 0.90208 2.03953 -6.68222
C 0.09647 1.59914 -5.64520
C 0.67583 3.83863 -2.24785
C 0.51561 4.70891 -3.32429
C 1.62995 5.24432 -3.94834
C 2.90124 4.91727 -3.48931
C 3.06159 4.05325 -2.41826
C 1.94820 3.50191 -1.79721
C -1.91703 4.31119 -1.02665
C -2.87246 4.79126 -1.91676
C -3.76103 5.77759 -1.51358
C -3.69811 6.27451 -0.21934
C -2.75595 5.78595 0.67518
C -1.86403 4.80143 0.27729
H -1.70731 2.54011 -3.57400
H -2.38611 1.55389 -2.22486
H -3.07026 0.40367 -4.17170
H -4.26765 -1.52499 -5.12135
H -3.20597 -3.75489 -5.12694
H -0.96300 -4.06596 -4.13877
H 0.24638 -2.13276 -3.18469
H 2.47131 0.93142 -3.32595
H 3.92743 1.70691 -5.18868
H 2.91313 2.41739 -7.32685
H 0.45818 2.34600 -7.62028
H -0.97787 1.54997 -5.78496
H -0.47552 4.97196 -3.67561
H 1.50997 5.91639 -4.78799
H 3.77117 5.34167 -3.97477
H 4.05060 3.79283 -2.06358
H 2.06089 2.80426 -0.97655
H -2.94159 4.38949 -2.91992
H -4.50817 6.14694 -2.20344
H -4.39736 7.03776 0.09741
H -2.72251 6.16276 1.68869
H -1.14103 4.38563 0.96952
N 0.70888 2.35329 2.55163
C 0.13844 1.29766 2.17431
H 0.44030 2.58098 3.51486
C -1.00961 -2.21540 2.96177
C -0.49699 -0.86141 3.44866
C 0.99412 -1.00316 3.77425
C -0.73717 0.23812 2.39594
C -1.25067 -0.41282 4.70955
C -0.87627 0.76886 5.35392
C -1.52919 1.22053 6.48675
C -2.59272 0.49779 7.01481
C -2.98107 -0.67406 6.39019
C -2.31628 -1.12363 5.25323
H -0.39512 -2.55962 2.13705
H -2.04120 -2.15786 2.60699
H -0.95143 -2.95756 3.76177
H 1.54883 -1.27277 2.87509
H 1.13489 -1.79259 4.51555
H 1.42259 -0.08067 4.16765
H -1.79180 0.47879 2.27711
H -0.05026 1.34115 4.95706
H -1.20868 2.13982 6.96064
H -3.10968 0.84747 7.89938
H -3.81130 -1.24818 6.78263
H -2.65068 -2.03549 4.78160
*
```

Here are the Löwdin charges for atoms 1 to 4, given in e:
1. Cr 0.71
2. C -0.13
3. C -0.19
4. N -0.02

=====

- The lowest ΔE to the lowest compared entry with this formula, charge and spin belongs to which entry?
  C54H47CrN4O2P2

=====

- Look up the total energy of the third one.
  -4182.7738 hartree